No. 1
{"formula": "C2H6O2S3", "method": "wB97M-V/def2-TZVPD", "de_lowest_kcal_mol": 50.5, "multiplicity": 1, "fmax_ev_per_a": 1.94, "charge": 0, "orbital_gap_ha": 0.260, "e_tot_ev": -38768.7286, "species": ["C", "C", "O", "O", "S", "S", "S", "H", "H", "H", "H", "H", "H"], "positions_angstrom": [[1.66620, 1.31335, 1.05622], [-2.07905, -1.23442, -1.18430], [0.28092, -0.79250, 0.18824], [-1.91859, 0.43543, 0.76675], [3.58478, 0.00896, -0.71120], [1.65205, 0.34743, -0.38166], [-1.39377, -0.90906, 0.50857], [2.05761, 0.82989, 1.95232], [0.67027, 1.58172, 1.32174], [2.24054, 2.22007, 0.91404], [-2.90884, -1.94016, -1.20262], [-1.44192, -1.63613, -1.98719], [-2.41020, -0.22458, -1.24092]]}



No. 2
{"formula": "C2H6O2SSi", "method": "wB97M-V/def2-TZVPD", "de_lowest_kcal_mol": 18.8, "multiplicity": 1, "fmax_ev_per_a": 4.23, "charge": 0, "orbital_gap_ha": 0.324, "e_tot_ev": -24977.9313, "smiles": "O=C(CS)O[SiH3]", "species": ["O", "C", "C", "S", "O", "Si", "H", "H", "H", "H", "H", "H"], "positions_angstrom": [[0.47657, -1.65884, -0.26816], [0.29540, -0.52771, 0.02773], [1.66384, 0.55060, 0.64178], [2.97617, -0.00246, -0.44633], [-0.78031, 0.15154, 0.02173], [-2.49989, 0.07023, -0.45101], [1.91061, 0.53509, 1.68302], [1.57256, 1.63720, 0.44346], [2.59862, -1.23272, -0.37651], [-2.84830, 1.05930, 0.48086], [-2.44701, 0.57909, -1.77744], [-2.91825, -1.16133, 0.02088]]}



No. 3
{"formula": "C2H6O2SSi", "method": "wB97M-V/def2-TZVPD", "de_lowest_kcal_mol": 3.1, "multiplicity": 1, "fmax_ev_per_a": 4.72, "charge": 0, "orbital_gap_ha": 0.377, "e_tot_ev": -24978.6125, "smiles": "COC(=O)[SiH2]S", "species": ["C", "O", "C", "O", "Si", "S", "H", "H", "H", "H", "H", "H"], "positions_angstrom": [[2.02875, -0.83347, 0.37192], [0.94486, -0.09279, -0.21702], [0.11470, 0.74754, 0.44553], [0.22042, 1.29362, 1.52650], [-1.41940, 0.82033, -0.56365], [-2.59696, -0.51476, 0.65985], [2.53981, -1.28294, -0.37504], [1.60513, -1.49331, 1.05629], [2.67907, -0.19760, 1.03599], [-1.06666, 0.32584, -1.98597], [-1.86436, 2.24344, -0.71275], [-3.74085, 0.06600, 0.36333]]}



No. 4
{"formula": "C2H6O3", "method": "wB97M-V/def2-TZVPD", "de_lowest_kcal_mol": 30.7, "multiplicity": 1, "fmax_ev_per_a": 1.47, "charge": 0, "orbital_gap_ha": 0.395, "e_tot_ev": -8313.1761, "smiles": "O=CO.CO", "species": ["O", "C", "O", "H", "H", "C", "O", "H", "H", "H", "H"], "positions_angstrom": [[0.51955, -2.15848, 1.70165], [0.57106, -1.38942, 0.80008], [-0.48513, -0.75513, 0.28564], [1.50686, -1.14824, 0.25933], [-0.29592, 0.18767, 0.06131], [-0.27045, 1.69700, -1.84537], [-0.28115, 1.83311, -0.40920], [-0.74279, 2.52435, -2.36453], [0.78776, 1.66855, -2.14045], [-0.69839, 0.72998, -2.07441], [-0.11311, 2.72566, -0.16829]]}